46
Properties=species:S:1:pos:R:3:forces:R:3:nbo_charge:R:1 method="wB97M-V/def2-TZVPD" multiplicity=3 orbital_gap_ev="4.7 / 4.0" total_charge=+3 e_homo_ev="-18.072 / -18.093" largest_force_ev_per_a=7.9 energy_ev=-61040.673 lumo_ev="-13.33 / -14.14"
C -0.179 -0.099 -6.613 0.6 -0.2 -0.4 -0.633
I -0.714 0.035 -4.526 -0.4 0.1 0.6 0.073
H 0.902 0.004 -6.674 -0.1 0.0 0.0 0.249
H -0.690 0.711 -7.128 -0.1 0.0 0.3 0.260
H -0.511 -1.073 -6.967 0.0 0.1 0.2 0.256
Mo 0.024 -0.078 -0.677 3.5 0.4 5.0 0.980
P 0.152 2.232 -0.823 -0.3 5.2 -1.6 0.897
C -1.399 3.153 -1.142 0.0 -0.4 0.1 -0.923
C 0.817 3.027 0.687 0.1 -0.7 0.4 -0.894
H 0.940 4.107 0.544 -0.1 -0.2 -0.2 0.295
H 1.376 3.917 -2.114 -0.1 -0.2 0.1 0.289
H 1.782 2.567 0.915 0.0 0.2 0.1 0.252
H 2.256 2.359 -1.985 0.1 0.2 -0.1 0.255
H -2.117 2.942 -0.345 0.0 0.1 0.0 0.259
H 0.136 2.842 1.521 0.1 0.1 -0.2 0.246
C 1.280 2.826 -2.139 0.1 -0.5 0.0 -0.914
H -1.213 4.231 -1.188 0.1 -0.2 0.0 0.285
H 0.893 2.513 -3.112 0.0 0.1 0.1 0.273
H -1.831 2.818 -2.089 0.0 0.1 0.0 0.267
P 0.183 -2.382 -0.481 -0.2 -5.4 -0.8 0.893
C -1.355 -3.361 -0.663 0.0 0.4 0.0 -0.922
C 1.321 -3.148 -1.695 0.1 0.5 -0.1 -0.912
H 1.812 -2.437 1.288 -0.1 -0.3 -0.1 0.255
H 0.989 -4.025 1.148 -0.1 0.2 -0.2 0.296
H 0.168 -2.640 1.928 0.0 -0.3 -0.3 0.232
C 0.854 -2.938 1.130 0.1 0.6 -0.1 -0.884
H 2.290 -2.649 -1.611 0.1 -0.2 -0.1 0.256
H 1.434 -4.222 -1.508 -0.1 0.2 0.1 0.290
H -1.155 -4.432 -0.552 0.1 0.2 0.0 0.285
H -1.790 -3.173 -1.648 0.0 -0.1 0.1 0.268
H 0.932 -2.989 -2.704 0.1 -0.1 0.1 0.272
H -2.077 -3.046 0.095 0.0 -0.1 0.0 0.257
C -1.773 -0.111 -0.968 -7.7 -0.1 -1.4 0.491
O -2.928 -0.132 -1.155 3.9 0.1 0.7 -0.293
F -0.197 0.358 7.017 0.0 0.0 -3.2 -0.180
C -0.138 0.290 5.662 1.1 -1.3 3.9 0.416
C -0.871 1.170 4.871 -2.5 3.1 -0.2 0.445
F -1.627 2.120 5.474 1.7 -2.3 -1.5 -0.179
C -0.838 1.076 3.464 -0.4 0.3 -0.8 0.310
F -1.602 1.933 2.748 0.9 -1.1 0.7 -0.259
C -0.024 0.121 2.808 -1.3 1.4 -3.0 0.289
O -0.024 0.067 1.412 0.4 -0.3 0.9 -0.690
C 0.769 -0.717 3.665 1.8 -1.6 0.9 0.458
F 1.676 -1.604 3.243 -1.3 1.7 0.3 -0.220
C 0.672 -0.652 5.059 0.9 -1.2 1.5 0.270
F 1.392 -1.511 5.831 -1.2 1.6 -1.6 -0.217